Formula: C43H73InN8OP
Source: the OMol25 dataset
Level of theory: the ωB97M-V functional and the def2-TZVPD basis

Last column: Löwdin charge in e.
Atoms and positions in Å:
1 C 3.6793 3.5607 -0.6836  -0.166
2 C 4.8285 3.0230 -1.4610  -0.347
3 In 4.9588 2.7800 -3.7085  0.541
4 C 6.5811 4.2631 -4.4177  -0.278
5 C 3.0789 3.3266 -4.8458  -0.290
6 C 1.6798 2.7784 -4.1905  -0.185
7 C 1.1842 1.2207 -4.3943  -0.043
8 C -0.2585 0.6636 -3.7730  -0.085
9 C -1.2740 1.6872 -2.9309  -0.105
10 C -0.7876 3.2631 -2.6838  -0.064
11 C 0.6671 3.7786 -3.3223  -0.147
12 C 1.0212 5.3855 -3.0222  -0.140
13 P 5.8865 0.4566 -4.3042  0.525
14 O 7.1503 0.6144 -5.2927  -0.706
15 H 2.9995 2.7832 -0.0861  0.066
16 H 3.5105 4.7227 -0.6327  0.040
17 H 5.7964 2.7097 -0.8372  0.023
18 H 6.8748 3.9970 -5.5234  -0.008
19 H 6.0540 5.3183 -4.3620  -0.022
20 H 7.4782 4.2831 -3.6651  -0.015
21 H 3.1721 2.8086 -5.9169  0.054
22 H 2.9960 4.4998 -4.9606  0.028
23 H 1.8407 0.4511 -4.9923  0.040
24 H -0.6346 -0.4439 -3.8935  0.053
25 H -2.3268 1.3159 -2.5092  0.041
26 H -1.5049 4.0092 -2.0893  0.073
27 H 1.5183 5.8004 -4.0184  0.044
28 H -0.0020 5.9767 -2.8976  0.074
29 H 1.7300 5.4784 -2.0924  0.059
30 H 4.8979 -0.3921 -4.9190  -0.104
31 H 6.3893 -0.1718 -3.1045  -0.073
32 C -3.8596 -0.9470 0.4349  -0.119
33 C -4.2774 0.4479 0.8892  -0.266
34 C -5.5538 0.9394 0.2037  -0.203
35 C -5.3367 1.0054 -1.2993  -0.164
36 N -5.1565 1.0600 -2.5462  0.108
37 H -3.6252 -0.9707 -0.6340  0.071
38 H -2.9609 -1.2679 0.9711  0.056
39 H -4.6529 -1.6776 0.6306  0.029
40 H -3.4556 1.1466 0.6903  0.112
41 H -4.4351 0.4363 1.9734  0.098
42 H -5.8184 1.9360 0.5726  0.109
43 H -6.3899 0.2650 0.4179  0.062
44 C -8.7110 -1.2769 -2.5814  -0.110
45 C -9.4172 -2.4230 -1.8641  -0.278
46 C -9.5390 -2.1960 -0.3560  -0.189
47 C -8.1542 -2.0703 0.2579  -0.119
48 N -7.0053 -1.9659 0.7671  0.134
49 H -7.6791 -1.1585 -2.2361  0.062
50 H -8.6726 -1.4689 -3.6583  0.078
51 H -9.2392 -0.3297 -2.4224  0.079
52 H -8.8691 -3.3534 -2.0572  0.114
53 H -10.4192 -2.5452 -2.2899  0.108
54 H -10.0634 -3.0372 0.1093  0.112
55 H -10.1093 -1.2839 -0.1491  0.116
56 C -3.5776 -1.4186 6.1218  -0.115
57 C -4.4973 -2.0580 5.0864  -0.270
58 C -3.9076 -3.3283 4.4705  -0.187
59 C -2.6019 -2.9988 3.7655  -0.136
60 N -1.5186 -2.7254 3.1808  0.132
61 H -2.6310 -1.0957 5.6771  0.075
62 H -4.0515 -0.5320 6.5549  0.071
63 H -3.3558 -2.1188 6.9353  0.065
64 H -4.7071 -1.3250 4.2978  0.104
65 H -5.4535 -2.3015 5.5625  0.110
66 H -4.6093 -3.7553 3.7463  0.112
67 H -3.7195 -4.0799 5.2449  0.115
68 C 3.4756 -4.7125 -6.5610  -0.117
69 C 3.3349 -3.7716 -7.7534  -0.281
70 C 3.3425 -2.2957 -7.3508  -0.189
71 C 2.1766 -2.0119 -6.4178  -0.144
72 N 1.2094 -1.7767 -5.6436  0.131
73 H 2.6364 -4.6120 -5.8655  0.070
74 H 3.4942 -5.7536 -6.8986  0.068
75 H 4.4039 -4.5150 -6.0126  0.081
76 H 2.4041 -4.0080 -8.2835  0.108
77 H 4.1590 -3.9567 -8.4513  0.107
78 H 3.2531 -1.6633 -8.2403  0.114
79 H 4.2797 -2.0396 -6.8449  0.106
80 C 1.2594 -3.2959 1.1562  -0.111
81 C 1.9183 -4.1672 2.2209  -0.284
82 C 3.3401 -4.5905 1.8470  -0.202
83 C 3.3134 -5.4002 0.5609  -0.166
84 N 3.2911 -6.0717 -0.5062  0.099
85 H 1.1475 -3.8314 0.2081  0.073
86 H 0.2578 -2.9942 1.4785  0.029
87 H 1.8466 -2.3887 0.9730  0.084
88 H 1.2968 -5.0558 2.3862  0.112
89 H 1.9464 -3.6135 3.1658  0.088
90 H 3.7729 -5.2006 2.6468  0.097
91 H 3.9789 -3.7118 1.7067  0.117
92 C 3.9758 -4.8097 7.2521  -0.113
93 C 3.6055 -4.1511 5.9270  -0.289
94 C 3.4695 -2.6311 6.0356  -0.172
95 C 2.3731 -2.2833 7.0293  0.063
96 N 1.4636 -1.9949 7.8538  0.034
97 H 3.2018 -4.6556 8.0105  0.072
98 H 4.0902 -5.8903 7.1204  0.073
99 H 4.9213 -4.4111 7.6378  0.078
100 H 2.6642 -4.5841 5.5668  0.109
101 H 4.3748 -4.3896 5.1843  0.103
102 H 3.2171 -2.2058 5.0586  0.111
103 H 4.4124 -2.1832 6.3677  0.117
104 C 3.5275 7.8668 -7.0972  -0.109
105 C 2.3674 8.8065 -6.7838  -0.280
106 C 2.6032 9.6437 -5.5252  -0.199
107 C 2.7736 8.7281 -4.3239  -0.148
108 N 2.9150 7.9685 -3.3274  0.132
109 H 3.6783 7.1312 -6.3008  0.067
110 H 3.3279 7.3109 -8.0187  0.075
111 H 4.4604 8.4263 -7.2315  0.077
112 H 1.4517 8.2134 -6.6701  0.112
113 H 2.2131 9.4772 -7.6363  0.104
114 H 1.7511 10.3093 -5.3518  0.108
115 H 3.5001 10.2624 -5.6370  0.112
116 C -3.2037 -1.3366 9.8006  -0.134
117 C -2.2280 -0.6896 10.7785  -0.301
118 C -1.0188 -0.0605 10.0837  -0.226
119 C -0.2487 -1.1292 9.3254  -0.072
120 N 0.3901 -2.0159 8.6963  -0.038
121 H -2.7393 -2.1630 9.2533  0.058
122 H -4.0644 -1.7469 10.3382  0.067
123 H -3.5731 -0.6050 9.0729  0.060
124 H -1.8917 -1.4470 11.4971  0.104
125 H -2.7558 0.0832 11.3482  0.097
126 H -0.3579 0.4011 10.8249  0.099
127 H -1.3396 0.7182 9.3832  0.100

Summary:
HOMO level in Eh: -0.095
Charge: -1
LUMO in eV: 1.548